This record from OMol25 describes a structure of composition C15H22GeN2O5W at a distorted geometry. The level of theory is ωB97M-V/def2-TZVPD.

```
46
Properties=species:S:1:pos:R:3
W 0.052 0.299 0.167
Ge -1.570 1.870 -1.632
O 2.840 -0.333 2.912
O 0.023 -2.064 2.618
O -0.753 -1.512 0.590
O 1.534 0.408 1.178
O 1.371 -1.089 -0.987
N -2.402 1.256 3.435
N -1.066 1.175 1.722
C -2.559 3.197 -0.613
C -1.664 2.084 -3.556
C 2.285 -3.175 -1.616
C -2.240 -0.010 -1.284
C 3.405 -2.118 -1.502
C 0.348 1.707 -0.940
C -1.416 2.185 3.675
C 0.151 -2.089 1.429
C -0.589 2.138 2.607
C 1.152 -2.555 -0.813
C 2.437 -0.596 1.859
C 1.374 -2.641 0.696
C 2.788 -1.112 -0.553
C -2.162 0.652 2.278
C 2.634 -1.710 0.869
H -1.626 -0.844 -1.639
H 0.150 -2.806 -1.140
H -2.725 2.081 -3.815
H -3.559 2.810 -0.415
H -2.751 -0.295 -0.367
H -2.659 4.102 -1.211
H 0.981 2.443 -1.430
H 2.563 -4.139 -1.194
H 0.298 2.709 2.398
H 4.343 -2.509 -1.114
H -3.174 1.041 4.049
H -1.170 1.277 -4.094
H 3.608 -1.644 -2.460
H 3.511 -2.273 1.181
H 3.188 -0.104 -0.595
H -3.040 0.044 -2.033
H 1.583 -3.642 1.069
H -1.243 3.037 -3.868
H -2.086 3.450 0.334
H 1.987 -3.339 -2.649
H -1.392 2.787 4.566
H -2.757 -0.153 1.883
```

- Kohn-Sham gap (eV) = 7.792
- net charge = +2
- electronic energy (eV) = -87455.1791
- lowest unoccupied orbital energy (eV) = -8.42
- E_HOMO (eV) = -16.2
- ΔE to the lowest compared entry with this formula, charge and spin (kcal per mole) = 26.28

Population analysis type Mulliken, resulting atomic charges in e:
1. W 1.12
2. Ge 0.57
3. O -0.37
4. O -0.51
5. O -0.59
6. O -0.67
7. O -0.53
8. N 0.01
9. N 0.45
10. C -1.08
11. C -1.16
12. C -0.97
13. C -1.42
14. C -0.88
15. C -0.26
16. C -0.62
17. C -0.20
18. C -0.54
19. C -0.04
20. C -0.12
21. C 0.10
22. C -0.26
23. C -0.40
24. C 0.08
25. H 0.50
26. H 0.73
27. H 0.41
28. H 0.41
29. H 0.41
30. H 0.42
31. H 0.60
32. H 0.36
33. H 0.49
34. H 0.41
35. H 0.26
36. H 0.38
37. H 0.39
38. H 0.79
39. H 0.56
40. H 0.60
41. H 0.58
42. H 0.40
43. H 0.31
44. H 0.37
45. H 0.43
46. H 0.45